(1)
142
Properties=species:S:1:pos:R:3:forces:R:3 method="wB97M-V/def2-TZVPD" smiles="CCCc1cc(CC(N)(N)N)c(N=C=S)c2c1C(=O)N([C@@H](C)CCC)C2=O.c1ccncc1.c1ccncc1.c1ccncc1.c1ccncc1.c1ccncc1.c1ccncc1.c1ccncc1.c1ccncc1" gap_ev=8.1 e_lumo_ev=-0.5 e_homo_ha=-0.3162 max_force_ha_per_bohr=0.09597 energy_ev=-96562.9956
S -4.4926 -1.1308 2.7610 1.2 4.0 -1.4
O -3.7476 5.7190 6.1662 -1.5 -3.6 -1.9
O -5.6796 3.1221 2.8806 2.6 0.8 4.0
N 8.4239 -5.7106 -6.5918 0.2 -0.7 0.1
N 3.4818 5.4010 -1.8603 0.0 1.0 0.0
N 0.8776 -1.1735 1.7167 0.6 0.2 0.3
N -2.0396 -4.5735 2.4543 -0.3 -0.2 -0.5
N 1.0587 -0.5349 4.0418 -0.2 0.5 -0.4
N -3.1211 1.2926 1.8106 -1.9 -3.1 3.3
N -7.5748 -1.8995 7.3101 0.2 -0.9 0.3
N 0.3189 3.1003 -3.4641 -0.3 0.0 -0.6
N -5.1632 3.9787 5.1313 0.7 0.9 -0.8
N 1.6848 0.7805 -8.2415 0.4 -0.5 0.0
N 5.8559 -3.2658 -9.5227 0.4 -0.4 -0.5
N 3.3570 -0.5222 -1.8095 0.0 0.6 0.0
N -1.1208 -1.1537 3.0509 1.4 0.3 -0.5
C -1.1576 2.7911 8.4586 -1.1 0.6 -0.1
C -3.9240 4.6557 5.5302 2.6 1.1 0.8
C -1.6512 2.8496 -4.8246 0.1 0.0 -0.1
C -5.8472 -3.5320 7.6926 -0.1 -0.1 0.0
C -2.7035 3.8224 4.9457 0.9 -2.3 -2.2
C 4.3556 0.2846 -2.2031 -0.3 -0.4 0.1
C -5.7590 3.1213 6.2007 -1.4 -0.4 1.4
C 4.2830 1.6686 -2.1841 -0.2 0.0 0.1
C 2.2328 0.0745 -1.3782 0.3 -0.4 -0.1
C 0.5137 2.7841 -5.8425 -0.1 0.1 0.0
C -7.0405 0.8190 5.9516 -1.0 0.2 -1.2
C -3.5448 -4.3096 0.5941 0.0 -0.2 0.0
C -3.8260 0.3012 2.2377 1.6 -0.1 -0.3
C -8.1464 -4.1769 7.8416 0.1 0.0 0.0
C -0.9493 1.9911 3.2366 -1.3 1.3 1.4
C 6.5612 -3.8270 -11.7550 0.1 -0.1 0.0
C 7.5321 -4.6800 -11.2498 0.0 0.0 0.0
C -2.7928 -6.4948 1.2157 -0.1 0.1 -0.1
C -7.1509 2.4102 5.7208 0.6 -0.2 1.3
C 3.3827 -0.5988 -9.2462 -0.1 0.0 0.1
C -6.2813 -2.2503 7.3948 -0.5 0.3 -0.1
C 1.0538 2.9716 -4.5805 -0.2 0.1 0.6
C 4.4025 7.5932 -2.2336 -0.1 0.0 0.0
C -3.5486 -5.6810 0.3838 -0.1 0.0 -0.1
C 5.7557 -3.1467 -10.8568 0.0 0.0 0.6
C 4.4787 6.2103 -2.2527 -0.3 -0.4 0.1
C -1.3611 4.3056 7.9435 0.3 -0.6 0.9
C -3.3320 2.9810 3.8003 2.8 0.4 1.2
C -4.8808 3.3361 3.8284 -0.2 -1.4 -2.3
C 10.1710 -7.3238 -6.2175 -0.1 -0.1 0.0
C -0.3220 2.8101 4.4237 -4.0 0.7 -0.4
C 3.3219 -1.4796 -8.1759 0.0 -0.2 0.1
C -6.1191 3.9132 7.5575 0.2 0.3 0.3
C 2.1798 7.3667 -1.3767 0.1 0.1 0.0
C 3.2269 8.1792 -1.7864 0.0 0.1 0.0
C 9.2276 -8.3128 -5.9797 0.0 -0.1 0.0
C -0.6551 4.6205 6.5351 -0.8 0.0 -0.3
C 2.5510 0.5090 -9.2311 -0.4 0.2 0.3
C 2.3561 5.9936 -1.4306 0.4 -0.4 -0.1
C 9.7216 -6.0476 -6.5155 -0.5 0.3 -0.1
C -1.0146 3.0377 -3.6083 0.5 0.1 0.2
C 0.1725 -0.4228 2.8432 1.0 -1.3 -1.0
C 7.8797 -7.9922 -6.0501 0.1 0.0 0.0
C -8.4781 -2.8673 7.5338 0.3 0.5 -0.1
C -7.4858 0.1240 4.5426 -0.2 0.4 1.6
C 2.0607 1.4486 -1.3245 0.2 -0.1 0.0
C -2.0625 -5.8972 2.2301 0.1 0.5 0.2
C 6.8028 -4.0996 -9.0602 -0.5 0.4 0.1
C 1.6444 -0.0887 -7.2184 -0.1 0.4 -0.3
C 7.6595 -4.8212 -9.8756 0.0 0.0 -0.2
C -0.8669 2.7214 -5.9625 -0.1 0.0 -0.1
C -2.7783 -3.8088 1.6339 0.5 -0.2 0.3
C -0.0221 1.0761 2.3196 -0.7 0.6 -0.1
C -2.4887 2.0435 2.9119 1.4 3.0 3.3
C -6.8024 -4.5117 7.9208 0.0 -0.1 0.0
C 7.5322 -6.6871 -6.3590 0.2 0.5 -0.1
C -1.2072 3.7579 5.3157 -1.5 -1.6 -2.4
C 2.4369 -1.2225 -7.1383 0.0 0.1 -0.2
C 3.1097 2.2588 -1.7357 -0.2 0.2 0.1
H 6.4338 -3.6934 -12.8221 0.0 0.0 0.1
H 1.1307 1.8748 -0.9702 0.0 0.0 -0.1
H 1.4425 -0.6000 -1.0644 0.0 0.1 0.0
H 1.4112 -1.5122 4.0855 -0.5 0.9 0.0
H -9.5155 -2.5575 7.4568 0.0 -0.1 0.0
H 9.5399 -9.3239 -5.7420 0.0 0.1 0.0
H 2.5644 1.2287 -10.0436 0.0 -0.1 0.0
H -1.3275 2.5741 -6.9335 0.1 0.0 0.0
H 0.4673 4.4466 6.6363 -1.5 0.4 -0.2
H 0.9527 -2.1737 2.0012 -0.3 0.9 -0.2
H 0.9349 0.1538 -6.4337 0.1 -0.1 0.0
H -4.1347 -6.1115 -0.4208 0.0 0.0 0.1
H 1.1556 2.6888 -6.7093 -0.1 0.0 0.0
H 4.9847 -2.4659 -11.2035 0.0 -0.1 -0.1
H 3.0141 3.3406 -1.7079 0.1 -0.3 -0.1
H 5.2399 8.1970 -2.5604 0.0 -0.1 0.0
H 3.9585 -2.3570 -8.1510 0.0 0.1 -0.1
H -5.3541 4.7036 7.8589 -0.9 -1.1 -0.5
H -6.5024 -5.5267 8.1578 0.0 0.1 0.0
H 1.2480 7.7900 -1.0232 0.0 -0.1 0.0
H 8.1835 -5.2293 -11.9210 0.0 0.0 0.0
H 11.2313 -7.5390 -6.1720 -0.1 0.0 0.0
H 0.9887 1.6069 2.1332 -1.5 -1.0 0.5
H -0.5144 1.0173 1.2757 0.7 -0.1 1.7
H 8.4066 -5.4772 -9.4468 -0.1 0.1 0.0
H -5.9998 0.4526 6.2497 -1.3 0.8 -0.5
H -1.4587 -6.4913 2.9084 0.0 0.0 -0.1
H 10.4206 -5.2396 -6.7061 0.0 -0.1 0.0
H -2.4871 4.5077 7.9608 1.7 -0.1 -0.4
H -8.9186 -4.9162 8.0143 0.0 0.1 0.0
H -7.4486 2.7177 4.6646 0.7 -0.6 1.3
H -6.1585 3.1512 8.4191 0.0 1.0 -1.4
H -4.7896 -3.7583 7.7450 0.0 0.0 0.0
H -0.0574 2.4989 8.4893 -1.5 0.2 -0.1
H -1.5844 3.1467 -2.6907 0.0 0.0 -0.1
H -7.7566 0.5155 6.8038 1.2 0.3 -1.6
H 0.7930 2.7703 4.6827 -1.9 -0.2 -0.7
H -6.8685 0.5447 3.6773 -0.8 -0.8 1.3
H -4.1233 -3.6449 -0.0354 0.0 0.0 0.1
H 2.1283 3.0240 -4.4347 0.0 0.0 0.0
H 3.1278 9.2589 -1.7579 0.0 -0.1 0.0
H 1.5675 5.3162 -1.1181 0.0 0.0 0.0
H -0.8512 -2.0641 3.4710 -0.4 0.7 -0.2
H 1.9001 0.0182 3.8073 -0.6 -0.3 0.3
H -2.7399 -2.7443 1.8363 -0.1 -0.3 -0.1
H -1.6354 2.7143 9.5078 1.0 0.1 -1.5
H -8.5917 0.4213 4.3964 1.7 -0.7 0.0
H -0.8976 5.7248 6.2949 0.7 -1.7 0.3
H -7.9922 2.7795 6.4226 1.4 -0.4 -1.2
H -1.4150 -1.3963 2.0821 0.2 0.3 0.9
H -7.3701 -0.9982 4.7019 -0.3 1.4 -0.7
H -1.7996 2.1056 7.7909 1.4 0.8 0.9
H -4.9720 2.3271 6.5059 -1.2 1.0 -0.7
H 4.0610 -0.7686 -10.0725 0.0 0.0 0.1
H -2.7317 2.8050 -4.8813 0.0 0.0 0.0
H -0.9091 4.9943 8.7542 -0.6 -0.9 -1.4
H -5.5724 -1.4495 7.2115 0.0 -0.1 0.0
H 5.3755 5.7051 -2.5974 0.0 0.1 0.0
H 2.3640 -1.8877 -6.2870 0.0 0.1 0.0
H 5.1220 2.2702 -2.5122 0.0 0.0 0.0
H 1.8741 -0.8656 1.6962 -1.0 -0.1 -0.2
H 6.8617 -4.1791 -7.9800 0.1 -0.1 -0.1
H 6.4910 -6.3883 -6.4294 0.0 -0.1 0.0
H -2.7718 -7.5689 1.0796 0.0 0.1 0.0
H 7.1165 -8.7389 -5.8698 0.0 0.1 0.0
H -7.1376 4.4414 7.5152 1.5 -0.8 -0.2
H 5.2508 -0.2232 -2.5488 0.0 0.1 0.0

---

(2)
96
Properties=species:S:1:pos:R:3:forces:R:3 method="wB97M-V/def2-TZVPD" gap_ev=8.0 de_lowest_ev=0.000 e_lumo_ev=0.3 e_homo_ha=-0.2815 max_force_ha_per_bohr=0.01728 energy_ev=-102459.7359
Sb -2.1970 -0.9591 1.4169 -0.1 0.1 -0.1
Sc 0.2558 1.1193 -1.0305 0.5 0.1 0.8
S -2.4773 0.2192 -0.4961 0.0 -0.2 0.0
F -1.4693 -3.2245 -4.1969 0.0 0.0 0.0
F 3.1228 -2.4387 -4.2948 0.0 0.0 0.0
O -1.1613 2.9644 -0.4117 0.2 0.1 -0.3
O -0.7636 1.7185 -2.6735 -0.5 0.0 -0.2
O 0.3594 0.0600 0.8661 -0.1 0.1 -0.4
N 2.7508 0.3390 -1.2132 -0.1 0.1 -0.2
N 1.5626 2.8736 -2.1481 0.0 -0.2 0.1
N 1.3581 2.6813 0.5235 0.2 -0.1 0.0
C 0.4521 1.4332 -6.6075 0.0 0.0 0.0
C 0.5560 -4.2166 0.5177 0.0 0.0 -0.1
C 0.8410 -2.8470 -4.2649 -0.1 0.1 0.1
C -6.0060 -2.2262 3.2479 0.0 0.0 0.1
C -1.8999 0.2290 3.1245 -0.1 0.0 0.0
C -0.5922 -1.5134 -2.8304 0.1 0.0 0.0
C 1.8831 2.4297 1.6573 -0.1 0.1 0.1
C -0.3899 -4.6715 2.6807 0.0 0.0 0.1
C -4.7870 -1.5995 3.0226 0.0 0.0 0.1
C -4.0723 -1.8574 1.8626 0.1 0.0 -0.1
C 1.7071 -1.2658 2.2923 0.0 -0.1 0.0
C -1.0085 -2.6821 1.4859 -0.2 -0.2 0.1
C -2.7550 1.3149 3.2812 0.0 0.0 0.0
C -1.1339 -3.5038 2.6016 0.0 0.0 0.0
C -0.7758 0.9075 -6.1910 0.0 0.0 0.0
C 2.3261 3.8251 -1.3507 0.0 0.1 0.0
C -0.4021 -2.5160 -3.7566 0.0 0.0 0.0
C 3.8019 0.9561 -0.6760 0.1 0.0 0.1
C 1.9706 1.1254 2.2761 0.0 0.0 0.0
C -0.9343 -0.0325 4.0854 0.1 -0.1 0.0
C 1.7603 -1.0580 -2.8811 -0.1 -0.1 0.0
C 1.6801 2.9227 -3.4183 -0.1 0.1 0.0
C -1.7838 3.4714 0.7571 -0.1 -0.1 0.0
C -2.6297 2.1470 4.3835 0.0 0.0 0.0
C -4.5864 -2.7502 0.9279 0.0 0.0 -0.1
C 2.8615 1.0065 3.3515 0.0 -0.1 0.0
C -5.8014 -3.3749 1.1518 0.0 0.0 0.0
C -1.6513 1.8940 5.3332 0.0 0.0 0.0
C 3.1797 -0.2156 3.8981 0.0 0.0 0.0
C 5.0326 1.0755 -1.2935 -0.1 0.0 0.0
C 0.8598 2.1722 -4.3435 0.0 0.0 0.0
C 1.8995 -2.0942 -3.8095 0.0 0.1 0.0
C 4.1064 -0.1330 -3.1256 -0.1 0.0 0.1
C 5.1651 0.5526 -2.5710 0.1 0.0 0.1
C -0.1687 -3.0358 0.4419 -0.1 -0.2 -0.1
C -0.3795 1.6366 -3.9208 -0.1 0.0 0.1
C -6.5132 -3.1124 2.3138 0.0 0.0 0.0
C 1.2465 2.0760 -5.6856 -0.1 0.0 0.0
C -1.1967 1.0163 -4.8844 0.1 0.1 -0.1
C 1.3107 -0.0189 1.7578 0.1 0.0 0.2
C 1.5790 4.0083 -0.0331 0.1 0.1 0.0
C 2.9158 -0.2725 -2.4021 0.0 0.0 0.0
C 0.4518 -5.0267 1.6379 0.0 0.0 0.0
C 2.6103 -1.3555 3.3278 0.0 0.0 0.0
C -0.8076 0.8032 5.1862 0.0 0.0 0.0
C 0.4894 -0.7666 -2.3450 0.0 0.0 -0.1
H -2.1415 0.6044 -4.5595 0.0 0.0 0.0
H 1.0254 -5.9416 1.6975 0.0 0.0 0.0
H 3.6507 1.3729 0.3105 0.0 0.0 0.0
H -4.3989 -0.9161 3.7663 0.0 0.1 0.0
H 2.8762 -2.3363 3.7025 0.0 0.0 0.0
H -0.4735 -5.3072 3.5515 0.0 0.0 0.0
H 3.3215 1.9096 3.7359 0.0 0.0 0.0
H 0.9812 -3.6446 -4.9774 0.0 0.0 0.0
H -1.5476 2.5457 6.1907 0.0 0.0 0.0
H 3.3310 3.4351 -1.1583 -0.1 0.0 0.0
H -3.2949 2.9928 4.4994 0.0 0.0 0.0
H 0.7652 1.3444 -7.6380 0.0 0.0 0.0
H -1.1002 3.2912 1.5864 0.0 0.0 0.0
H 2.1916 2.5113 -5.9882 0.0 0.0 0.0
H -1.9704 4.5457 0.6626 0.0 -0.1 0.0
H 1.2799 -2.1649 1.8701 0.2 0.2 0.2
H 2.4073 3.6083 -3.8733 0.0 0.0 0.0
H 0.6124 4.4698 -0.2371 0.0 0.0 0.0
H -7.4624 -3.6011 2.4892 0.0 0.0 0.0
H -0.0430 0.6020 5.9238 0.0 0.0 0.0
H 6.0902 0.6617 -3.1219 0.0 0.0 0.0
H 1.2116 -4.4923 -0.2972 0.0 0.0 0.0
H -0.2615 -0.8735 3.9777 0.0 0.0 0.0
H -1.7733 2.9122 -1.1574 -0.1 0.0 0.0
H 2.4249 4.7858 -1.8731 0.0 -0.1 0.1
H -4.0446 -2.9605 0.0130 0.0 0.0 0.0
H 2.1428 4.6498 0.6606 0.0 -0.1 -0.1
H -2.7186 2.9439 0.9557 0.0 0.1 0.0
H -6.1946 -4.0657 0.4187 0.0 0.0 0.0
H 4.1889 -0.5650 -4.1076 0.0 0.0 0.0
H -1.6048 -1.3216 -2.4947 0.0 0.0 0.0
H -6.5558 -2.0196 4.1571 0.0 0.0 0.0
H 2.4036 3.2339 2.2004 -0.1 -0.1 -0.1
H -1.8094 -3.2452 3.4097 0.0 0.0 0.0
H 3.8756 -0.2923 4.7208 0.0 0.0 0.0
H -3.5196 1.5181 2.5382 0.0 0.0 0.0
H 5.8448 1.5797 -0.7928 0.1 0.0 0.0
H -1.4106 0.4020 -6.9079 0.0 0.0 0.0
H -0.0518 -2.3827 -0.4090 0.0 0.1 -0.1